# C3H10N2O

One molecule with the formula C3H10N2O (ωB97M-V/def2-TZVPD, the Open Molecules 2025 dataset).

Values from the calculation:
ΔE to the lowest compared entry with this formula, charge and spin, eV: 3.0974
Structure (SMILES): NCCNCO
LUMO energy, eV: 1.0

Geometry as XYZ:
```
16
C3H10N2O (ωB97M-V/def2-TZVPD)
N -1.4280 0.0109 -1.4157
C -1.4322 0.5991 -0.0395
C -0.6453 -0.4527 0.7032
N 0.7441 -0.5915 0.2522
C 1.7448 0.3859 0.4790
O 3.0600 -0.0162 -0.1225
H -2.4457 0.2443 -1.8759
H -1.6429 -0.8959 -1.1756
H -2.4258 0.6370 0.4602
H -0.8419 1.4386 0.0867
H -0.6395 -0.3225 1.7271
H -1.3579 -1.3639 0.6918
H 1.0179 -1.3346 -0.4623
H 1.4547 1.3228 0.1560
H 1.8554 0.4616 1.5682
H 2.9823 -0.1228 -1.0328
```

Charges in e, computed with natural (NBO), in the same order as the atoms: N -0.79; C -0.25; C -0.21; N -0.69; C 0.13; O -0.72; H 0.34; H 0.33; H 0.17; H 0.18; H 0.19; H 0.19; H 0.39; H 0.13; H 0.15; H 0.46

# C3H10N2O

A 3-piece molecular cluster, C3H10N2O overall (ωB97M-V/def2-TZVPD, the Open Molecules 2025 dataset).

Values from the calculation:
ΔE to the lowest compared entry with this formula, charge and spin, eV: 4.3711
Structure (SMILES): C=NC.C=O.N
LUMO energy, eV: 0.6

Geometry as XYZ:
```
16
C3H10N2O (ωB97M-V/def2-TZVPD)
C -2.5690 1.0857 -1.5010
N -2.3486 0.0441 -2.2197
C -1.2763 -0.8467 -1.9411
H -1.9025 1.2867 -0.7055
H -3.4461 1.6683 -1.6758
H -0.9599 -0.7356 -0.9204
H -0.5024 -0.5781 -2.6427
H -1.6281 -1.8459 -2.2914
C 0.8039 2.3583 3.7525
O 1.6870 1.7854 3.1587
H 0.4002 3.4057 3.4363
H 0.1134 1.8353 4.4793
N 2.8959 -2.0168 -0.3569
H 1.8561 -2.7423 -0.4802
H 3.3268 -1.8160 0.5618
H 3.5496 -2.8881 -0.6537
```

Charges in e, computed with natural (NBO), in the same order as the atoms: C -0.09; N -0.38; C -0.45; H 0.13; H 0.18; H 0.18; H 0.21; H 0.21; C 0.27; O -0.49; H 0.11; H 0.11; N -1.08; H 0.37; H 0.37; H 0.35

# C3H10N2O

C3H10N2O as an isolated structure (ωB97M-V/def2-TZVPD, the Open Molecules 2025 dataset).

Values from the calculation:
ΔE to the lowest compared entry with this formula, charge and spin, eV: 4.9102
LUMO energy, eV: -0.2

Geometry as XYZ:
```
16
C3H10N2O (ωB97M-V/def2-TZVPD)
C -1.0535 1.2295 -0.7659
N -0.8971 0.1639 -1.7261
C -0.0308 -0.9175 -1.3137
O -0.3465 -1.4874 -0.0579
H -1.1678 0.8542 0.2615
H -1.9449 1.8131 -0.9771
H -0.1665 1.8695 -0.7495
H -1.7945 -0.1909 -2.0244
H 0.9846 -0.5111 -1.2710
H -0.0913 -1.6991 -2.0696
C 1.0295 0.8461 2.3977
N 1.4556 0.1448 1.4168
H 0.2098 0.5169 3.0609
H 1.4800 1.8180 2.6740
H 1.9582 -0.2185 2.3827
H 0.2776 -1.1309 0.6032
```

Charges in e, computed with natural (NBO), in the same order as the atoms: C -0.42; N -0.64; C 0.08; O -0.77; H 0.16; H 0.20; H 0.18; H 0.35; H 0.16; H 0.17; C 0.09; N -0.75; H 0.14; H 0.14; H 0.42; H 0.49

# C3H10N2O

A 2-piece molecular cluster, C3H10N2O overall (ωB97M-V/def2-TZVPD, the Open Molecules 2025 dataset).

Values from the calculation:
ΔE to the lowest compared entry with this formula, charge and spin, eV: 2.9580
LUMO energy, eV: 0.9

Geometry as XYZ:
```
16
C3H10N2O (ωB97M-V/def2-TZVPD)
C -0.0255 -1.1421 -0.4842
C 1.1022 -0.5050 -1.2899
H 0.7076 0.2027 -2.0266
H 1.7835 0.0608 -0.6414
H -0.7140 -1.6491 -1.1736
H 0.3833 -1.8982 0.1970
H -1.6355 -0.8479 0.3019
H 1.7161 -1.2262 -1.8412
C -0.6624 0.4584 0.7757
N -0.7826 1.5686 -0.0179
N 0.2680 0.5119 1.7796
O -1.8242 -0.1670 1.0936
H 0.9340 1.2682 1.8260
H -1.6779 1.6982 -0.4634
H 0.0653 2.0113 -0.3384
H 0.3621 -0.3447 2.3027
```

Charges in e, computed with natural (NBO), in the same order as the atoms: C -0.71; C -0.62; H 0.19; H 0.18; H 0.19; H 0.18; H 0.52; H 0.20; C 0.72; N -0.86; N -0.84; O -0.76; H 0.40; H 0.41; H 0.39; H 0.41

| no. | frontier orbital gap (eV) |
| --- | --- |
| 1 | 9.3189 |
| 2 | 10.0123 |
| 3 | 8.5059 |
| 4 | 8.2776 |